20
Properties=species:S:1:pos:R:3:nbo_charge:R:1 method="wB97M-V/def2-TZVPD" charge=+1 orbital_gap_ev=8.7 max_force_ev_per_a=5.3 homo_ev=-12.35 lumo_ha=-0.1345
C -1.16 0.53 -0.49 -0.239
C -2.79 -1.94 1.82 -0.489
H 1.89 1.92 0.01 0.453
H 0.00 -1.03 1.13 0.241
C 0.79 -0.31 1.00 -0.651
H -1.88 -2.04 2.30 0.208
C 0.15 0.68 -0.07 0.035
N 1.08 1.62 -0.58 -0.523
H -3.57 -1.42 2.38 0.232
S -1.67 1.59 -1.76 0.060
H -2.88 1.86 -1.32 0.179
H 0.61 1.20 -2.45 0.237
C 1.54 1.23 -1.90 -0.412
H 1.98 2.13 -2.37 0.226
H 0.89 0.09 1.99 0.236
S -2.44 -0.87 0.04 0.052
H -3.14 -2.80 1.31 0.230
H 1.76 -0.81 0.76 0.235
H 0.59 2.51 -0.81 0.447
H 2.28 0.52 -1.93 0.243


18
Properties=species:S:1:pos:R:3:nbo_charge:R:1 method="wB97M-V/def2-TZVPD" orbital_gap_ev=11.1 max_force_ev_per_a=0.3 homo_ev=-10.13 lumo_ha=0.0372
H 1.93 -0.03 1.36 0.215
C 1.01 0.48 1.65 -0.606
H -2.44 -0.67 -0.27 0.217
H 1.26 1.50 1.97 0.206
H -1.74 -2.06 -1.13 0.219
H 0.67 -1.32 -1.62 0.461
C 0.02 0.50 0.48 -0.237
O 0.79 -1.53 -0.68 -0.719
H -0.14 1.42 -1.50 0.202
C -0.30 -0.94 0.02 0.104
H 0.72 2.40 -0.31 0.213
H -1.48 -0.41 -1.73 0.197
H 0.58 -0.04 2.51 0.206
C -1.57 -1.02 -0.83 -0.638
C 0.55 1.37 -0.66 -0.619
H -0.44 -1.55 0.91 0.172
H -0.93 0.93 0.84 0.194
H 1.51 0.98 -1.02 0.212


18
Properties=species:S:1:pos:R:3:nbo_charge:R:1 method="wB97M-V/def2-TZVPD" orbital_gap_ev=9.2 max_force_ev_per_a=4.5 homo_ev=-8.34 lumo_ha=0.0306
C -1.21 0.39 1.46 -0.678
C 1.22 -0.74 1.20 -0.638
H -1.68 1.45 0.86 0.216
H 1.17 -1.45 2.04 0.215
H 1.75 -1.05 0.32 0.227
C -0.69 -0.99 -0.51 -0.198
H 0.05 -1.34 -1.32 0.194
H 3.51 2.82 -1.87 0.468
H -0.82 0.75 2.45 0.219
H -2.78 -0.37 -0.92 0.216
C -0.26 -0.50 0.68 0.003
C -2.20 -1.26 -0.73 -0.654
O 2.61 2.43 -1.75 -0.935
H 1.31 0.24 1.69 0.220
H 2.50 1.86 -2.50 0.467
H -2.30 -2.13 -1.44 0.219
H -2.64 -1.60 0.19 0.209
H -2.20 0.02 1.86 0.229